No. 1
# C35H51F12N5O11

A cluster of 9 separate species, C35H51F12N5O11 in total in a non-equilibrium geometry (ωB97M-V/def2-TZVPD, OMol25).

The geometry in XYZ format:
```
114
Properties=species:S:1:pos:R:3:mulliken_charge:R:1
C -4.14 -2.42 -0.88 0.229
O -4.55 -2.39 0.29 -0.744
N -4.87 -2.64 -2.02 0.077
C -4.37 -2.32 -3.29 -0.564
C -6.29 -2.88 -1.86 -1.034
H -3.11 -2.34 -1.19 0.503
H -4.90 -1.40 -3.60 0.307
H -4.47 -3.13 -4.01 0.361
H -3.29 -2.17 -3.23 -0.050
H -6.45 -2.95 -0.74 0.269
H -6.89 -2.04 -2.21 0.347
H -6.61 -3.83 -2.31 0.316
C -0.30 -3.69 -1.58 0.561
O -0.88 -3.93 -2.63 -0.673
N -0.71 -4.05 -0.32 0.348
C 0.05 -3.55 0.82 -0.535
C -1.85 -4.83 -0.07 -1.075
H 0.65 -3.12 -1.56 0.113
H 0.43 -4.46 1.34 0.396
H -0.54 -2.99 1.56 0.260
H 0.77 -2.85 0.48 -0.207
H -2.22 -5.21 -1.00 0.322
H -1.57 -5.72 0.59 0.305
H -2.60 -4.25 0.48 0.286
C 3.94 -2.39 -1.44 -0.099
O 2.78 -2.78 -1.54 -0.580
N 4.37 -1.18 -1.78 0.214
C 5.82 -0.84 -1.73 -1.006
C 3.48 -0.09 -2.21 -0.153
H 4.76 -3.02 -1.09 0.315
H 6.26 -1.60 -1.13 0.349
H 5.96 0.12 -1.26 0.329
H 6.26 -0.81 -2.70 0.345
H 3.31 0.01 -3.27 0.435
H 2.51 -0.34 -1.85 -0.704
H 3.82 0.85 -1.83 0.429
C 0.48 -1.57 -4.10 -0.220
C -0.42 -2.12 -5.26 -0.609
O 0.22 -1.79 -6.54 -0.330
C -0.56 -2.09 -7.60 0.162
O -1.68 -2.35 -7.58 -0.460
C 0.20 -1.83 -8.89 0.969
F 1.32 -2.54 -8.90 -0.240
F -0.57 -2.14 -9.95 -0.235
F 0.53 -0.50 -8.92 -0.252
H -0.03 -1.39 -3.19 -0.419
H 0.85 -0.60 -4.35 0.453
H 1.28 -2.19 -3.72 0.505
H -1.40 -1.71 -5.30 0.367
H -0.47 -3.22 -5.22 0.341
C -3.09 4.00 -1.18 -1.380
C -2.02 3.89 -0.09 0.656
O -1.09 4.95 -0.30 -0.377
C -0.22 5.00 -1.30 0.391
O 0.00 4.16 -2.12 -0.486
C 0.45 6.40 -1.34 0.832
F 1.09 6.69 -0.18 -0.241
F 1.31 6.48 -2.33 -0.236
F -0.49 7.34 -1.57 -0.270
H -3.59 4.92 -0.94 0.474
H -3.89 3.22 -1.12 0.315
H -2.75 4.09 -2.21 0.323
H -1.45 2.93 -0.13 -0.412
H -2.42 3.99 0.91 0.388
C 4.59 -0.71 6.71 -1.041
C 5.23 -0.46 5.30 -0.286
O 4.28 -0.97 4.33 -0.207
C 4.72 -0.90 3.05 -0.072
O 5.72 -0.50 2.63 -0.466
C 3.62 -1.42 2.12 1.216
F 3.86 -2.70 1.83 -0.269
F 2.35 -1.28 2.59 -0.263
F 3.70 -0.75 0.87 -0.152
H 5.23 -0.61 7.59 0.359
H 4.06 -1.67 6.74 0.299
H 3.79 0.06 6.75 0.245
H 6.16 -1.01 5.14 0.308
H 5.25 0.56 4.95 0.339
C 1.54 4.43 5.96 -1.031
C 2.42 4.85 4.71 -0.329
O 1.96 3.93 3.65 -0.174
C 2.78 3.45 2.72 -0.110
O 3.96 3.49 2.71 -0.533
C 1.85 2.78 1.67 1.304
F 0.60 2.87 2.05 -0.233
F 1.95 3.43 0.47 -0.267
F 2.24 1.53 1.38 -0.166
H 1.46 5.36 6.58 0.323
H 2.09 3.71 6.58 0.291
H 0.56 4.05 5.77 0.318
H 3.51 4.80 4.92 0.330
H 2.25 5.88 4.38 0.310
N -4.12 1.20 5.51 -0.586
C -3.68 1.61 4.31 -0.397
C -3.79 0.82 3.19 0.023
C -4.20 -0.52 3.29 -0.189
C -4.75 -0.87 4.51 -0.601
C -4.64 -0.02 5.60 -0.277
H -3.28 2.59 4.28 0.422
H -3.44 1.19 2.25 0.223
H -4.17 -1.22 2.49 0.625
H -5.12 -1.88 4.58 0.404
H -5.06 -0.28 6.57 0.346
N -2.34 0.84 -1.69 -0.503
C -2.48 0.24 -0.47 -1.066
C -1.37 -0.21 0.29 -0.376
C -0.11 0.02 -0.20 1.436
C 0.04 0.82 -1.30 -0.223
C -1.06 1.12 -2.03 -1.021
H -3.51 0.02 -0.17 0.674
H -1.56 -0.86 1.15 0.375
H 0.65 -0.39 0.44 0.327
H 1.08 1.11 -1.60 -0.048
H -0.97 1.69 -2.96 0.388
```

## Properties
* calculated total energy: -3664.06719 Eh
* spin multiplicity: 1
* largest force on an atom: 4.59 eV/Å
* SMILES: CCOC(=O)C(F)(F)F.CCOC(=O)C(F)(F)F.CCOC(=O)C(F)(F)F.CCOC(=O)C(F)(F)F.CN(C)C=O.CN(C)C=O.CN(C)C=O.c1ccncc1.c1ccncc1
* HOMO-LUMO gap: 9.3 eV
* lowest unoccupied orbital energy: 0.223 eV
* net charge: 0

No. 2
# C29H27Br2F11O7

A cluster of 3 separate species, C29H27Br2F11O7 in total in a non-equilibrium geometry (ωB97M-V/def2-TZVPD, OMol25).

The geometry in XYZ format:
```
76
Properties=species:S:1:pos:R:3:mulliken_charge:R:1
C 2.83 -0.27 -2.48 0.027
C 1.89 -0.05 -1.73 -0.788
C 0.69 0.15 -1.03 1.469
C 0.31 -0.52 0.05 0.071
C 1.15 -1.58 0.72 -0.186
O 1.76 -1.30 1.71 -0.512
C 1.21 -3.05 0.23 1.038
F 0.21 -3.20 -0.67 -0.327
F 0.92 -3.84 1.23 -0.260
C 2.51 -3.49 -0.50 0.525
F 2.55 -4.83 -0.40 -0.294
F 2.46 -3.23 -1.78 -0.270
C 3.85 -2.99 0.12 0.998
F 4.82 -3.62 -0.58 -0.340
F 4.04 -1.72 -0.07 -0.244
C 4.11 -3.36 1.60 0.136
O 4.91 -2.69 2.19 -0.523
O 3.50 -4.41 2.15 -0.425
C -1.05 -0.18 0.62 0.030
O -1.27 -0.34 1.79 -0.684
C -2.11 0.37 -0.29 0.439
C -3.55 0.08 0.04 -1.258
C -4.04 0.73 1.35 -0.420
C -5.53 1.13 1.27 -1.040
C -6.00 1.91 2.48 0.788
F -7.27 1.54 2.76 -0.344
F -5.29 1.62 3.57 -0.291
C -6.04 3.44 2.31 0.658
F -6.49 3.81 1.14 -0.244
F -4.85 3.96 2.55 -0.258
F -6.86 3.96 3.20 -0.286
C -1.71 1.04 -1.37 1.213
C -2.53 1.65 -2.42 -0.983
Br -2.36 0.80 -4.15 -0.145
C -3.32 2.70 -2.33 0.724
C -4.10 3.28 -3.47 -1.592
Br -3.49 3.62 -0.67 -0.107
C -0.22 1.22 -1.57 -0.573
O 0.20 2.20 -2.12 -0.549
H 3.48 -0.47 -3.28 0.503
H 4.14 -4.87 2.70 0.390
H -3.69 -0.99 0.15 0.470
H -4.20 0.38 -0.78 0.622
H -3.47 1.63 1.57 0.474
H -3.89 0.08 2.20 0.389
H -5.76 1.68 0.36 0.411
H -6.11 0.20 1.25 0.299
H -4.52 2.53 -4.13 0.441
H -3.42 3.89 -4.06 0.341
H -4.88 3.95 -3.12 0.423
C 1.74 -2.39 5.82 -0.246
C 0.67 -3.47 5.72 -0.608
C 1.40 -4.57 4.97 0.131
O 2.79 -4.46 5.33 -0.426
C 3.00 -3.22 6.02 -0.424
H 1.57 -1.68 6.62 0.374
H 1.80 -1.84 4.88 -0.006
H 0.39 -3.82 6.72 0.290
H -0.24 -3.15 5.22 0.335
H 1.32 -4.44 3.89 -0.243
H 1.04 -5.57 5.23 0.312
H 3.16 -3.44 7.08 0.289
H 3.89 -2.74 5.62 0.279
C 3.26 3.14 -6.56 -0.550
C 2.94 4.22 -5.53 -0.571
C 3.02 3.44 -4.23 -0.113
O 3.98 2.40 -4.43 -0.402
C 4.30 2.30 -5.82 -0.405
H 3.62 3.52 -7.51 0.350
H 2.37 2.54 -6.75 0.256
H 3.72 4.99 -5.55 0.268
H 1.98 4.70 -5.68 0.332
H 2.06 2.97 -3.98 0.001
H 3.32 4.06 -3.38 0.306
H 5.31 2.70 -5.97 0.278
H 4.29 1.25 -6.13 0.253
```

## Properties
* calculated total energy: -7894.36625 Eh
* spin multiplicity: 1
* largest force on an atom: 2.26 eV/Å
* SMILES: C#CC1=C(C(=O)C(F)(F)C(F)(F)C(F)(F)C(=O)O)C(=O)C(CCCC(F)(F)C(F)(F)F)=C(/C(Br)=C(/C)Br)C1=O.C1CCOC1.C1CCOC1
* HOMO-LUMO gap: 7.7 eV
* lowest unoccupied orbital energy: -1.729 eV
* net charge: 0